{"formula": "C39H64CsF4N4O3PSe2", "method": "ωB97M-V/def2-TZVPD", "species": ["Cs", "C", "N", "C", "C", "C", "N", "C", "C", "F", "C", "F", "C", "C", "F", "C", "F", "H", "H", "H", "H", "H", "H", "H", "H", "H", "H", "H", "O", "C", "C", "C", "O", "C", "Se", "C", "Se", "H", "H", "H", "H", "H", "H", "H", "H", "H", "H", "N", "C", "N", "C", "C", "C", "C", "C", "H", "H", "H", "H", "H", "H", "H", "H", "H", "H", "O", "P", "C", "C", "C", "C", "C", "C", "C", "C", "C", "C", "C", "C", "C", "C", "C", "C", "C", "C", "H", "H", "H", "H", "H", "H", "H", "H", "H", "H", "H", "H", "H", "H", "H", "H", "H", "H", "H", "H", "H", "H", "H", "H", "H", "H", "H", "H", "H", "H", "H", "H", "H"], "xyz": [[-1.02356, -0.55546, 1.70530], [-1.66218, -2.97816, 4.79889], [-2.22437, -2.92588, 3.46495], [-1.81868, -4.08665, 2.69098], [-3.67553, -2.82182, 3.46635], [-4.23243, -1.53551, 4.05588], [-3.93126, -0.41665, 3.18927], [-4.27027, 0.79482, 3.56438], [-4.02208, 1.87938, 2.64780], [-3.48644, 1.54689, 1.44797], [-4.29143, 3.18867, 2.91862], [-3.99766, 4.12211, 1.97152], [-4.86692, 3.61194, 4.11322], [-5.15506, 2.59708, 5.00872], [-5.73348, 2.92639, 6.19665], [-4.89016, 1.26919, 4.77003], [-5.25036, 0.38664, 5.75222], [-2.04994, -3.83910, 5.37713], [-1.88647, -2.06535, 5.34799], [-0.57711, -3.06620, 4.73315], [-2.25168, -5.02032, 3.09863], [-0.73461, -4.18226, 2.67170], [-2.14436, -3.97477, 1.65607], [-4.11422, -3.69077, 4.00053], [-4.00745, -2.88441, 2.42619], [-3.85090, -1.40886, 5.07640], [-5.31830, -1.68718, 4.16583], [-5.05999, 4.64994, 4.32883], [4.50113, -2.83249, 0.66978], [4.35191, -3.16749, 2.03439], [3.16075, -2.51516, 2.75942], [3.41717, -2.69808, 4.26649], [4.39214, -1.81670, 4.80154], [1.83753, -3.23149, 2.46640], [1.30044, -3.44070, 0.57509], [3.08889, -1.03303, 2.38146], [2.04255, 0.12522, 3.61011], [3.62177, -2.98486, 0.26559], [5.26861, -2.84405, 2.53752], [4.26514, -4.25982, 2.15784], [3.77502, -3.71795, 4.45033], [2.46858, -2.56894, 4.79767], [3.95799, -0.94159, 4.76994], [1.05055, -2.67912, 2.98954], [1.87666, -4.23482, 2.90316], [2.67135, -0.95621, 1.37832], [4.10815, -0.64354, 2.33294], [2.82652, 0.95356, -0.72562], [3.67211, 1.39948, -0.07926], [4.67701, 1.97479, 0.58957], [5.35371, 3.03724, -0.16044], [4.56774, 4.34393, -0.12336], [4.29334, 4.75962, 1.32197], [3.61147, 3.62847, 2.08766], [4.40491, 2.33255, 1.99664], [5.50895, 2.69122, -1.18250], [6.33570, 3.17432, 0.30282], [3.61994, 4.19656, -0.65171], [5.12296, 5.11971, -0.65879], [3.68421, 5.66640, 1.34606], [5.24688, 5.00377, 1.80740], [2.61094, 3.43957, 1.68548], [3.47417, 3.88102, 3.14048], [3.83883, 1.53545, 2.47820], [5.37876, 2.42714, 2.48600], [-1.85640, -0.89835, -0.86067], [-1.09218, -0.47371, -2.07348], [-2.22884, -0.48697, -3.51121], [-1.61239, -0.35310, -4.92597], [-2.11614, 0.89167, -5.65357], [-3.64237, 0.88864, -5.79443], [-4.34248, 0.36398, -4.52346], [-3.42472, 0.45016, -3.30690], [-0.32275, 1.16279, -1.77191], [-1.14423, 1.99462, -0.76872], [-0.47211, 3.35113, -0.57089], [-0.49370, 4.19557, -1.85846], [-0.68097, 3.31929, -3.09945], [0.11067, 2.01781, -2.99025], [0.26709, -1.63412, -2.41209], [-0.27665, -2.98513, -2.90730], [0.87597, -3.97249, -3.08234], [1.90333, -3.48691, -4.12851], [1.72904, -2.00450, -4.46490], [1.51207, -1.17201, -3.20167], [-2.62361, -1.50520, -3.40980], [-1.87786, -1.23472, -5.51895], [-0.52334, -0.34599, -4.88279], [-1.64990, 0.96402, -6.63983], [-1.80471, 1.78113, -5.10292], [-3.92862, 0.27397, -6.65289], [-3.98039, 1.90447, -6.01605], [-4.62436, -0.68454, -4.66066], [-5.26972, 0.91340, -4.34876], [-3.94517, 0.16905, -2.39117], [-3.09445, 1.48359, -3.17194], [0.59549, 0.87255, -1.24684], [-1.17878, 1.48267, 0.18693], [-2.18538, 2.11432, -1.07992], [0.56120, 3.16390, -0.26196], [-0.95357, 3.88936, 0.24722], [0.44017, 4.75886, -1.94720], [-1.29911, 4.93343, -1.81406], [-0.37991, 3.86349, -3.99973], [-1.74329, 3.09161, -3.22119], [1.17249, 2.26043, -2.87752], [0.02858, 1.46482, -3.92483], [0.58476, -1.81474, -1.37169], [-0.81551, -2.87214, -3.85658], [-0.98548, -3.36754, -2.17006], [0.48677, -4.95468, -3.36181], [1.36017, -4.09657, -2.11268], [1.82515, -4.07616, -5.04775], [2.91260, -3.64508, -3.74038], [0.87914, -1.88239, -5.14373], [2.60748, -1.63677, -5.00321], [1.47703, -0.11108, -3.45371], [2.38226, -1.28349, -2.55072]], "forces_ev_per_a": [[0.221, -0.440, 0.994], [0.020, 0.003, -0.007], [-0.011, -0.089, -0.060], [0.013, 0.014, 0.023], [-0.067, 0.013, -0.010], [-0.008, 0.042, -0.014], [0.029, -0.039, 0.146], [-0.023, 0.025, -0.086], [-0.008, -0.123, 0.169], [0.069, 0.160, -0.083], [0.018, 0.053, -0.157], [-0.011, -0.054, 0.063], [-0.014, -0.017, 0.011], [-0.013, 0.019, 0.032], [0.037, -0.022, -0.071], [-0.041, -0.033, 0.035], [0.014, 0.047, -0.036], [-0.004, 0.000, 0.003], [0.003, 0.002, 0.008], [0.002, -0.005, -0.006], [-0.003, -0.008, 0.005], [0.011, 0.016, 0.002], [-0.015, -0.021, -0.001], [0.015, 0.017, 0.043], [-0.001, 0.020, 0.001], [-0.008, -0.012, 0.001], [0.003, -0.004, 0.008], [-0.004, 0.008, 0.002], [-0.046, 0.007, -0.074], [-0.027, -0.030, 0.087], [-0.005, -0.006, 0.007], [-0.039, -0.026, -0.017], [0.038, 0.031, 0.012], [0.006, -0.025, 0.002], [0.048, 0.006, -0.043], [-0.012, 0.041, 0.009], [-0.028, 0.034, 0.033], [0.006, -0.002, 0.008], [0.002, -0.006, -0.010], [0.006, 0.002, -0.012], [0.001, 0.003, -0.008], [0.000, 0.000, 0.004], [-0.006, 0.005, -0.003], [0.011, 0.002, 0.006], [0.005, -0.002, 0.016], [-0.003, -0.010, 0.012], [0.022, 0.020, 0.002], [-0.049, -0.098, -0.116], [0.047, 0.248, 0.021], [-0.049, -0.069, 0.058], [0.023, 0.006, -0.043], [0.003, -0.009, 0.012], [0.005, 0.007, -0.012], [0.034, -0.046, 0.013], [-0.001, 0.080, -0.052], [0.012, -0.001, 0.004], [-0.003, 0.000, 0.003], [-0.004, 0.000, 0.001], [-0.007, 0.004, -0.001], [-0.005, 0.005, -0.001], [-0.005, 0.001, 0.007], [-0.010, 0.017, -0.014], [0.003, 0.014, 0.004], [0.021, -0.101, 0.031], [-0.001, 0.003, 0.006], [-0.328, -0.078, -0.609], [0.218, 0.170, -0.170], [0.037, -0.029, 0.013], [-0.047, 0.022, 0.005], [0.004, -0.017, 0.003], [0.000, -0.004, -0.001], [0.009, 0.010, 0.007], [-0.012, -0.004, -0.004], [-0.014, -0.032, -0.021], [0.079, 0.064, -0.032], [-0.007, 0.001, -0.014], [0.006, -0.002, 0.010], [0.011, 0.004, -0.001], [0.009, 0.003, 0.001], [-0.145, -0.040, 0.127], [0.034, 0.016, 0.001], [0.002, 0.007, -0.018], [-0.014, -0.011, 0.013], [0.009, 0.028, 0.024], [0.033, 0.019, -0.090], [-0.012, 0.009, 0.002], [0.000, -0.005, 0.002], [0.004, 0.006, -0.004], [0.005, 0.000, 0.005], [0.007, 0.013, 0.005], [-0.004, 0.001, -0.001], [-0.005, -0.001, -0.004], [-0.006, -0.005, 0.005], [-0.005, -0.002, 0.007], [-0.001, 0.001, 0.006], [0.002, 0.011, 0.009], [-0.011, -0.017, -0.014], [-0.114, 0.208, -0.237], [-0.001, 0.015, -0.007], [0.005, 0.006, -0.003], [0.002, -0.002, 0.004], [0.000, 0.000, -0.001], [0.000, 0.003, 0.005], [-0.006, 0.000, 0.003], [-0.011, -0.006, -0.001], [0.004, -0.008, 0.007], [0.011, -0.014, -0.021], [0.034, 0.004, -0.017], [-0.002, 0.000, -0.005], [-0.008, -0.004, -0.008], [-0.010, 0.003, 0.002], [0.011, -0.001, 0.037], [0.003, 0.001, 0.001], [0.003, -0.007, 0.000], [0.011, -0.008, -0.013], [-0.001, -0.004, -0.001], [-0.013, -0.010, 0.017], [0.006, 0.006, 0.011]], "homo_lumo_gap_ha": 0.1853, "lumo_energy_ev": 3.49, "charge": -2, "homo_energy_ev": -1.555, "de_lowest_kj_mol": 19.84, "energy_ev": -204986.912}